[1]
{"formula": "C49H55BaF10N3O3P", "method": "wB97M-V/def2-TZVPD", "elements": ["Ba", "P", "F", "F", "F", "F", "F", "F", "F", "F", "F", "F", "O", "O", "O", "N", "N", "N", "C", "C", "C", "C", "C", "C", "C", "C", "C", "C", "C", "C", "C", "C", "C", "C", "C", "C", "C", "C", "C", "C", "C", "C", "C", "C", "C", "C", "C", "C", "C", "C", "C", "C", "C", "C", "C", "C", "C", "C", "C", "C", "C", "C", "C", "C", "C", "C", "C", "H", "H", "H", "H", "H", "H", "H", "H", "H", "H", "H", "H", "H", "H", "H", "H", "H", "H", "H", "H", "H", "H", "H", "H", "H", "H", "H", "H", "H", "H", "H", "H", "H", "H", "H", "H", "H", "H", "H", "H", "H", "H", "H", "H", "H", "H", "H", "H", "H", "H", "H", "H", "H", "H", "H"], "coordinates": [[1.697, -0.042, 0.246], [-1.363, -1.067, 1.558], [2.171, 0.384, 3.031], [-0.832, 6.438, -1.252], [-1.196, 4.655, 0.786], [7.395, 0.382, 4.479], [6.745, -0.894, 2.284], [1.331, 6.123, -2.887], [2.918, 1.582, 5.223], [5.531, 1.644, 6.045], [3.068, 4.140, -2.551], [0.544, 2.656, 1.214], [0.320, -0.336, -1.802], [1.037, 0.646, -4.049], [-1.884, -0.113, -2.186], [4.061, -0.315, -1.474], [2.756, 2.309, -0.272], [3.912, -1.104, 1.454], [-0.878, -0.589, -4.894], [-4.164, -0.216, 1.744], [4.766, -1.743, 0.471], [3.863, 0.964, 4.495], [4.082, 2.126, -0.820], [4.391, -0.427, 2.499], [-1.496, -1.239, 3.389], [-1.544, 0.157, 4.027], [6.100, 0.361, 4.122], [-1.800, 0.057, 5.538], [4.203, 1.078, -1.929], [-2.962, -3.476, 1.413], [-0.868, -5.048, 0.440], [-2.534, -4.625, 2.324], [-4.936, 1.797, 0.446], [-2.240, -0.720, -5.159], [3.507, 0.315, 3.334], [3.760, -1.198, -2.593], [-2.826, -0.086, 0.970], [5.173, 1.001, 4.916], [-1.165, 2.299, -5.490], [5.183, -0.810, -0.668], [1.159, 5.284, -1.853], [-1.733, -5.683, 1.547], [0.012, -1.487, -5.471], [-1.109, -1.173, 6.157], [0.133, -1.537, 5.349], [2.066, 4.263, -1.645], [-0.382, 0.484, -3.932], [-3.507, 2.115, -0.056], [-1.622, 3.583, -5.756], [-0.449, -2.501, -6.308], [-0.267, -2.008, 3.942], [1.952, 3.322, -0.592], [-0.479, -3.622, 0.819], [0.781, 3.519, 0.187], [-2.431, 1.386, 0.756], [-1.805, -2.624, -6.573], [-0.696, -0.034, -2.502], [-1.825, 3.993, -3.401], [-1.955, 4.434, -4.710], [-2.700, -1.730, -5.993], [-1.026, 1.848, -4.179], [-0.125, 4.534, -0.018], [-1.359, 2.710, -3.135], [0.057, 5.443, -1.040], [5.729, -0.309, 2.972], [-1.734, -2.726, 0.840], [-4.913, 1.119, 1.815], [-2.958, -0.481, -0.041], [4.204, -2.584, 0.039], [-1.793, -2.028, 6.158], [-3.406, -5.082, 2.796], [-3.562, -3.878, 0.589], [4.726, 1.804, 0.010], [-1.923, -4.222, 3.137], [0.712, -2.317, 5.846], [-2.165, -3.412, -7.224], [1.067, -1.392, -5.252], [-2.251, 1.894, 1.709], [2.824, -0.887, -3.071], [-2.415, -6.413, 1.104], [-3.761, -1.822, -6.189], [-5.538, 2.708, 0.488], [4.570, -1.197, -3.341], [-1.943, -2.459, -0.202], [5.174, 1.210, -2.439], [0.788, -0.662, 5.279], [-1.259, 2.380, -2.109], [-0.855, -0.979, 7.200], [-0.492, -3.077, 3.970], [0.590, -1.887, 3.272], [0.018, -5.658, 0.254], [-4.800, -0.947, 1.235], [4.536, 3.053, -1.183], [-3.317, 3.191, -0.019], [-1.425, -5.013, -0.502], [-4.013, -0.599, 2.757], [0.235, -3.216, 0.098], [-1.439, 0.969, 6.020], [-1.721, 3.916, -6.782], [-3.615, -2.792, 1.957], [-2.313, 0.779, 3.568], [-1.097, -6.238, 2.242], [-5.929, 0.951, 2.179], [-5.440, 1.128, -0.260], [-2.311, 5.438, -4.912], [0.256, -3.196, -6.749], [5.704, 0.042, -0.229], [3.414, 1.260, -2.665], [-3.403, 1.807, -1.100], [-0.924, 1.632, -6.311], [-2.080, 4.650, -2.579], [5.684, -2.177, 0.875], [-2.876, 0.010, 5.726], [0.023, -3.633, 1.791], [1.194, 1.253, -4.782], [-1.488, 1.423, 0.208], [-0.590, 0.661, 3.834], [-2.409, -1.780, 3.666], [-4.429, 1.781, 2.542], [3.647, -2.225, -2.236], [5.911, -1.323, -1.322], [-2.936, -0.035, -4.690]], "spin_multiplicity": 1, "e_homo_ev": -4.50, "charge": -1, "gap_ev": 6.58, "lumo_ev": 2.1, "largest_force_ev_per_a": 0.61}

=====

[2]
{"formula": "C49H55ClN3O3PRu", "method": "wB97M-V/def2-TZVPD", "elements": ["Ru", "Cl", "P", "O", "O", "O", "N", "N", "N", "C", "C", "C", "C", "C", "C", "C", "C", "C", "C", "C", "C", "C", "C", "C", "C", "C", "C", "C", "C", "C", "C", "C", "C", "C", "C", "C", "C", "C", "C", "C", "C", "C", "C", "C", "C", "C", "C", "C", "C", "C", "C", "C", "C", "C", "C", "C", "C", "C", "H", "H", "H", "H", "H", "H", "H", "H", "H", "H", "H", "H", "H", "H", "H", "H", "H", "H", "H", "H", "H", "H", "H", "H", "H", "H", "H", "H", "H", "H", "H", "H", "H", "H", "H", "H", "H", "H", "H", "H", "H", "H", "H", "H", "H", "H", "H", "H", "H", "H", "H", "H", "H", "H", "H"], "coordinates": [[-0.331, 1.063, 0.211], [-2.192, 1.016, -2.210], [-0.785, 3.833, 0.528], [1.676, 2.241, -3.578], [0.580, 1.961, -1.634], [1.342, -0.466, -1.326], [-1.075, -1.263, 0.146], [-2.344, -1.055, 2.111], [-2.416, -3.010, 1.000], [2.552, -2.108, -5.409], [2.832, -1.346, -4.277], [-3.102, -1.966, -1.977], [0.428, -2.893, -0.846], [-0.838, 4.567, -1.143], [5.504, -0.569, -0.982], [0.269, -1.392, -5.322], [4.168, -0.674, -1.344], [-1.968, -4.811, 4.232], [-0.450, -3.056, 3.285], [3.728, 1.108, 2.453], [1.363, 1.607, -2.558], [-2.360, 1.421, -0.461], [-1.103, 2.248, 4.317], [-1.361, -3.539, -2.819], [1.831, -0.609, -3.653], [-3.632, -4.781, 2.047], [0.767, -3.852, -1.782], [2.045, 0.204, -2.375], [0.243, 5.096, 1.391], [1.272, -2.131, -5.938], [0.546, -0.645, -4.189], [-1.693, -3.911, 3.200], [2.255, 0.737, 2.227], [-2.032, 1.357, 4.827], [-1.713, -2.553, -1.891], [-0.808, 5.498, -3.777], [-1.886, 0.104, 2.776], [-2.027, 4.853, -1.806], [3.520, 0.358, -2.018], [1.673, 1.492, 1.026], [-3.391, -0.739, 4.647], [-1.878, -1.724, 1.040], [6.225, 0.572, -1.303], [-2.417, 0.264, 4.068], [5.599, 1.588, -2.008], [-2.012, 5.326, -3.114], [-2.565, -3.885, 2.101], [0.365, 4.718, -1.831], [2.129, -0.780, 2.069], [-0.783, -2.204, -0.902], [-3.867, -5.678, 3.075], [-0.135, -4.176, -2.787], [-0.605, 2.049, 3.041], [-2.413, 4.322, 1.230], [0.382, 5.185, -3.134], [4.260, 1.484, -2.367], [-3.037, -5.685, 4.186], [-0.992, 0.993, 2.192], [1.700, 1.023, 3.125], [-2.966, -1.749, 4.702], [6.160, 2.474, -2.287], [-2.275, 4.479, 2.301], [1.254, 5.118, 0.981], [3.629, -1.590, -1.123], [2.244, -1.294, 3.031], [-4.706, -6.361, 3.017], [-3.661, -0.447, 5.661], [0.149, 2.742, 2.695], [-1.292, -4.843, 5.080], [1.727, -4.351, -1.725], [-0.799, 5.853, -4.801], [-2.725, 2.440, -0.450], [0.301, 4.832, 2.450], [-0.244, -0.077, -3.707], [2.351, 1.377, 0.173], [-0.211, 6.083, 1.289], [4.155, 0.581, 3.318], [3.843, -1.327, -3.892], [1.099, -2.671, -0.023], [-0.741, -1.403, -5.718], [-3.125, 0.760, -0.048], [-4.318, -0.799, 4.064], [-0.061, -2.804, 2.299], [1.322, 5.260, -3.664], [-3.155, 3.536, 1.103], [4.318, 0.846, 1.567], [-2.947, 5.544, -3.616], [0.112, -4.924, -3.530], [-4.279, -4.754, 1.177], [1.677, 2.567, 1.251], [-2.979, 4.693, -1.314], [1.142, -1.028, 1.669], [-0.764, 3.088, 4.915], [3.835, 2.184, 2.621], [7.263, 0.670, -1.008], [-3.206, -6.384, 4.996], [-2.089, -3.817, -3.576], [1.060, -2.718, -6.825], [-3.212, -1.379, -2.885], [-3.328, -1.308, -1.141], [-2.444, -3.440, 0.091], [5.982, -1.385, -0.451], [1.293, 4.427, -1.355], [2.907, -1.167, 1.396], [-0.631, -2.114, 3.811], [-3.848, -2.768, -2.000], [1.927, -0.580, -0.570], [3.772, 2.276, -2.919], [-2.768, 5.246, 0.773], [3.344, -2.687, -5.872], [0.330, -3.593, 3.826], [-3.006, -1.601, 2.631], [-2.450, 1.499, 5.819]], "spin_multiplicity": 2, "e_homo_ev": [-3.90, -4.10], "charge": -1, "gap_ev": [6.28, 6.48], "lumo_ev": [2.4, 2.4], "largest_force_ev_per_a": 1.95, "de_lowest_kcal_mol": 21.2}